No. 1
Density functional theory data (ωB97M-V/def2-TZVPD) for a cluster of 2 separate species, C5H14NS in total in a non-equilibrium geometry.

Last column: natural (NBO) charge in e.
CARTESIAN COORDINATES (ANGSTROEM)
C  -0.19399  -2.35392  0.95606  -0.62
C  0.87561  -1.28653  0.68466  -0.43
C  0.85627  -0.19731  1.69885  -0.48
S  1.58944  1.42377  1.09285  -0.09
H  -0.26134  -3.18815  0.18925  0.23
H  -1.19833  -1.90553  1.01893  0.20
H  -0.05418  -2.88687  1.88001  0.23
H  1.89834  -1.72961  0.63246  0.24
H  0.69473  -0.91352  -0.34178  0.17
H  1.38721  -0.41691  2.62261  0.25
H  -0.16965  -0.01077  1.95697  0.21
H  1.02336  2.19693  2.08943  0.16
C  -0.71611  0.25761  -2.10181  -0.44
C  -0.81759  2.53105  -1.31441  0.13
N  -0.41317  1.32928  -1.16334  -0.41
H  -1.19370  -0.57768  -1.57514  0.25
H  0.23534  -0.06245  -2.55257  0.25
H  -1.41359  0.70678  -2.82224  0.23
H  -1.47908  2.79405  -2.13291  0.23
H  -0.52910  3.25821  -0.56982  0.23
H  -0.12048  1.03157  -0.24805  0.46

The calculation puts the maximum force at 0.0463 hartree/bohr. Its total charge is +1. For the HOMO energy, the calculation gives -13.2 eV. For the gap between HOMO and LUMO, the calculation gives 8.25 eV.

---

No. 2
Density functional theory data (ωB97M-V/def2-TZVPD) for a structure of composition C25H30AsBiBrClNO8S.

Last column: natural (NBO) charge in e.
CARTESIAN COORDINATES (ANGSTROEM)
Bi  2.39120  0.39939  0.41834  2.06
O  1.39134  0.29405  5.00016  -1.02
As  1.82242  1.44433  3.72742  2.48
O  0.88933  2.77189  3.83214  -1.15
O  1.56031  0.47659  2.34731  -1.26
C  3.67348  1.74058  4.05479  -0.52
C  4.08802  3.06189  4.16681  -0.15
C  5.42466  3.35152  4.38620  -0.26
C  6.34097  2.30985  4.48497  -0.20
C  5.93279  0.99235  4.37510  -0.30
C  4.58582  0.68995  4.16022  0.43
S  4.45067  -1.46319  2.54642  1.76
O  5.82739  -1.93122  2.67308  -0.99
O  4.18091  -0.59044  4.08040  -0.75
O  4.39188  -0.30822  1.57615  -1.07
H  0.49204  -0.00362  4.81961  0.48
H  3.35208  3.84805  4.05469  0.24
H  5.75327  4.38094  4.45697  0.20
H  7.39164  2.52951  4.64094  0.19
H  6.63299  0.16918  4.43093  0.23
C  -3.97122  0.88335  -4.90675  -0.60
C  -3.94047  -0.20950  -3.82920  -0.05
C  -5.32968  -0.28483  -3.19424  -0.61
C  -3.64770  -1.56116  -4.49637  -0.60
C  -2.85277  0.10028  -2.80205  -0.12
C  -1.53236  0.22497  -3.21276  -0.24
C  -0.53567  0.47742  -2.29323  -0.14
Br  1.25761  0.56700  -2.89868  0.04
C  -0.75603  0.60580  -0.91260  0.32
O  0.19659  0.81414  -0.06804  -0.86
C  -2.11791  0.49286  -0.48941  0.00
C  -3.10403  0.24544  -1.43586  -0.19
C  -2.46471  0.63204  0.99984  -0.10
C  -1.80600  -0.49827  1.80903  -0.61
C  -2.00617  1.99916  1.53710  -0.60
C  -3.97472  0.53859  1.24120  -0.60
H  -4.74167  0.66636  -5.65387  0.19
H  -3.01250  0.96010  -5.42105  0.21
H  -4.18605  1.85530  -4.45810  0.21
H  -6.07334  -0.50259  -3.96593  0.19
H  -5.60291  0.65840  -2.71694  0.21
H  -5.38312  -1.07453  -2.44251  0.21
H  -4.40653  -1.79456  -5.25047  0.19
H  -3.64106  -2.35964  -3.75148  0.21
H  -2.67121  -1.55725  -4.98267  0.21
H  -1.25399  0.10713  -4.25331  0.20
H  -4.12309  0.15875  -1.08998  0.19
H  -0.72332  -0.48602  1.71776  0.27
H  -2.17424  -1.47233  1.47105  0.19
H  -2.06401  -0.38869  2.86702  0.19
H  -0.93322  2.12966  1.43577  0.27
H  -2.25934  2.08458  2.59729  0.20
H  -2.51353  2.80536  0.99811  0.19
H  -4.37987  -0.43205  0.94122  0.19
H  -4.52277  1.32231  0.71063  0.20
H  -4.16551  0.66174  2.30975  0.20
Cl  3.12056  2.97836  0.72839  -0.74
O  1.73285  -1.78512  0.67040  -0.73
N  1.77490  -2.38442  -0.55357  -0.08
C  0.59873  -2.61961  -1.24047  -0.07
C  0.62666  -3.18834  -2.47473  -0.24
C  1.85284  -3.56364  -3.08299  -0.39
C  3.03098  -3.34495  -2.32981  -0.25
C  2.98673  -2.77798  -1.09178  -0.09
H  -0.29488  -2.30046  -0.72820  0.22
H  -0.31851  -3.33031  -2.98465  0.20
H  1.88587  -3.99125  -4.07414  0.19
H  4.00162  -3.62703  -2.71967  0.20
H  3.84497  -2.59799  -0.46169  0.22

The calculation puts the maximum force at 0.0098 hartree/bohr. Its total charge is -2. The expectation value of S² is 0.7653. For the HOMO energy (spin up / spin down), the calculation gives 0.0 / -2.8 eV. For the gap between HOMO and LUMO (spin up / spin down), the calculation gives 3.94 / 6.75 eV. The spin multiplicity is 2.

---

No. 3
Density functional theory data (ωB97M-V/def2-TZVPD) for an isolated molecule of C4H7NO.

Last column: natural (NBO) charge in e.
CARTESIAN COORDINATES (ANGSTROEM)
O  1.97100  1.03124  -2.01065  -0.50
C  0.90730  0.77063  -1.50445  0.42
C  0.83834  0.40861  -0.03200  -0.33
N  -0.38303  -0.26556  0.45787  -0.22
C  -1.18177  -0.85248  -0.43444  -0.38
C  -0.52684  -0.23595  1.78213  -0.37
H  -0.03802  0.84338  -2.07157  0.13
H  0.92804  1.34913  0.52469  0.24
H  1.70461  -0.21145  0.21184  0.25
H  -2.04308  -1.38865  -0.05676  0.20
H  -0.91581  -0.87066  -1.47801  0.19
H  -1.35844  -0.77547  2.21394  0.19
H  0.22701  0.25055  2.38487  0.19

The calculation puts the maximum force at 0.0100 hartree/bohr. For the HOMO energy, the calculation gives -7.0 eV. For the gap between HOMO and LUMO, the calculation gives 7.85 eV.

---

No. 4
Density functional theory data (ωB97M-V/def2-TZVPD) for a structure of composition Cl5HgIO24S in a non-equilibrium geometry.

Last column: natural (NBO) charge in e.
CARTESIAN COORDINATES (ANGSTROEM)
Hg  -0.09649  0.89344  0.71463  1.55
S  0.51056  -1.57430  -1.75149  2.57
O  -0.46626  -0.82378  -0.97005  -0.93
O  1.85575  -1.04435  -1.67874  -0.98
O  0.27294  -2.89812  -1.30546  -0.81
O  -0.04816  -1.57909  -3.08381  -0.76
I  -0.40038  3.48253  2.19020  -0.74
Cl  -2.63056  -2.17877  1.48731  2.55
O  -2.03884  -3.15263  2.33315  -0.84
O  -2.70673  -2.54590  0.12202  -0.89
O  -4.02830  -1.87489  1.64314  -0.90
O  -1.80833  -0.94880  1.49559  -0.90
Cl  0.68248  2.22682  -3.26844  2.57
O  0.72029  2.19247  -1.81606  -0.90
O  -0.27660  1.18604  -3.56524  -0.87
O  0.36227  3.43717  -3.80813  -0.88
O  1.99174  1.67585  -3.63912  -0.90
Cl  1.68726  -1.99816  3.18544  2.58
O  0.83953  -2.96101  3.75392  -0.90
O  2.28950  -2.47803  2.00226  -0.84
O  0.91372  -0.81387  2.81091  -0.90
O  2.57486  -1.55507  4.24806  -0.92
Cl  -3.56274  1.05242  -1.31031  2.67
O  -3.50894  -0.02284  -2.15821  -0.86
O  -2.35313  1.16415  -0.57358  -0.92
O  -3.82179  2.29503  -1.94863  -0.93
O  -4.59582  0.83929  -0.40260  -0.94
Cl  3.61664  1.58533  1.06592  2.55
O  4.57891  0.82797  0.33853  -0.84
O  3.53323  1.47209  2.52175  -0.86
O  3.50038  3.02068  0.83705  -0.89
O  2.41298  1.09833  0.52999  -0.92

The calculation puts the maximum force at 0.2160 hartree/bohr. Its total charge is -5. The expectation value of S² is 0.7618. For the HOMO energy (spin up / spin down), the calculation gives 3.9 / 3.9 eV. For the gap between HOMO and LUMO (spin up / spin down), the calculation gives 5.41 / 5.37 eV. The spin multiplicity is 2.

---

No. 5
Density functional theory data (ωB97M-V/def2-TZVPD) for a cluster of 2 separate species, C5H11N3O2 in total in a non-equilibrium geometry.

Last column: natural (NBO) charge in e.
CARTESIAN COORDINATES (ANGSTROEM)
C  -2.22614  -0.27403  1.46240  -0.27
C  -0.99499  -0.33615  0.48820  0.44
C  1.18159  -1.16498  -0.37794  -0.23
C  1.76377  0.22015  -0.88846  -0.57
C  2.02583  0.44596  -2.40692  0.81
H  -1.50451  1.69827  1.95895  0.38
H  -1.29698  0.58955  3.47217  0.40
H  -3.02287  0.04997  0.72294  0.22
H  -2.48307  -1.09267  2.18191  0.24
H  -1.69412  0.98343  -0.70079  0.34
H  0.34586  -0.98093  1.87704  0.32
H  2.09192  -1.64943  0.01669  0.23
H  0.67088  -1.68673  -1.20551  0.22
H  2.77890  0.39195  -0.44348  0.22
H  1.16611  1.06294  -0.40842  0.24
H  0.12194  0.72794  -2.14158  0.52
N  -1.87055  0.77351  2.39191  -0.89
N  -0.95228  0.32292  -0.66135  -0.83
N  0.01910  -1.15789  0.51652  -0.52
O  0.77869  0.88110  -2.84210  -0.72
O  3.10093  0.19510  -3.01218  -0.57

The calculation puts the maximum force at 0.1918 hartree/bohr. For the HOMO energy, the calculation gives -9.5 eV. For the gap between HOMO and LUMO, the calculation gives 9.46 eV.

---

No. 6
Density functional theory data (ωB97M-V/def2-TZVPD) for an isolated molecule of C7H7BrO in a non-equilibrium geometry.

Last column: natural (NBO) charge in e.
CARTESIAN COORDINATES (ANGSTROEM)
C  -1.21763  -1.14654  1.71110  -0.36
C  -1.86309  -0.16939  1.05045  -0.23
C  -1.51803  0.02588  -0.34765  -0.20
C  -0.37684  -0.15979  -1.03889  -0.22
C  0.94389  -0.60429  -0.65203  -0.19
C  1.85703  0.28537  -0.33539  -0.14
Br  3.55375  -0.30172  0.49075  0.01
C  1.76784  1.76727  -0.63461  0.39
O  0.84760  2.26236  -1.22760  -0.48
H  -0.42155  -1.60372  1.16781  0.19
H  -1.69460  -1.55075  2.63051  0.21
H  -2.74347  0.40395  1.44843  0.22
H  -2.36633  0.19504  -1.08266  0.21
H  -0.59843  -0.05844  -2.15355  0.23
H  1.13259  -1.64084  -0.81708  0.24
H  2.69727  2.29561  -0.20959  0.13

The calculation puts the maximum force at 0.0600 hartree/bohr. For the HOMO energy, the calculation gives -8.9 eV. For the gap between HOMO and LUMO, the calculation gives 8.56 eV. As for the SMILES: C=C/C=C\C=C(\Br)C=O.